Molecular formula: C3ClF2N
Method: DFT, the ωB97M-V functional and the def2-TZVPD basis

**Total energy**: -22552.0796 eV
**Relative energy (zero: lowest compared OMol25 entry of this formula, charge and spin)**: 475.4 kJ/mol
**LUMO (alpha / beta)**: -2.432 / -2.360 eV
**HOMO-LUMO gap (alpha / beta)**: 7.1 / 7.1 eV

Atoms and positions in Å:
C1 -1.575 -0.931 -0.036
C2 -0.898 0.246 0.019
C3 1.732 0.235 -0.467
N1 -1.933 -2.037 -0.009
F1 2.147 -0.657 0.397
F2 2.031 1.398 0.068
Cl1 -1.505 1.747 0.028

Molecular formula: C3F3O2
Method: DFT, the ωB97M-V functional and the def2-TZVPD basis

**Total energy**: -15356.3082 eV
**Total charge**: -1
**Relative energy (zero: lowest compared OMol25 entry of this formula, charge and spin)**: 259.9 kJ/mol
**LUMO**: 4.035 eV
**HOMO-LUMO gap**: 7.0 eV

Atoms and positions in Å:
C1 -0.396 0.048 0.111
C2 0.614 0.249 -1.303
C3 -0.283 -1.036 1.009
O1 0.122 0.143 1.469
O2 -0.267 -2.187 1.285
F1 -1.601 0.682 -0.055
F2 -0.013 1.466 -1.726
F3 1.823 0.635 -0.790

Which value of relative energy (zero: lowest compared OMol25 entry of this formula, charge and spin) does entry 1 give? 475.4 kJ/mol

What is the relative energy (zero: lowest compared OMol25 entry of this formula, charge and spin) in the second record? 259.9 kJ/mol

The highest relative energy (zero: lowest compared OMol25 entry of this formula, charge and spin) belongs to which entry? C3ClF2N